A) # C2H3F2NO2

2 unconnected molecules or ions with the total composition C2H3F2NO2 (wB97M-V/def2-TZVPD, the Open Molecules 2025 dataset).

- E_HOMO: -9.2325 eV
- Gap between HOMO and LUMO: 9.337 eV

The geometry in XYZ format:
```
10
Properties=species:S:1:pos:R:3:lowdin_charge:R:1
C 0.44 1.13 0.28 0.01
C -0.64 0.30 -0.34 -0.41
N 0.16 -1.70 0.01 -0.34
O -0.35 -2.57 -0.57 0.09
O 1.05 -1.68 0.78 0.05
F -1.81 0.37 0.18 0.19
F -0.79 0.29 -1.67 0.13
H 0.24 0.91 1.30 0.08
H 1.48 0.81 0.04 0.11
H 0.23 2.14 -0.01 0.09
```


B) # C2H3F2NO2

C2H3F2NO2 in the gas phase (wB97M-V/def2-TZVPD, the Open Molecules 2025 dataset).

- E_HOMO: -9.9408 eV
- SMILES: O=C(NO)C(F)F
- Gap between HOMO and LUMO: 10.757 eV

The geometry in XYZ format:
```
10
Properties=species:S:1:pos:R:3:lowdin_charge:R:1
O 0.73 -0.17 -1.67 0.12
C 0.29 0.04 -0.58 -0.37
N -0.75 -0.69 0.07 0.01
O -1.11 -1.91 -0.60 -0.05
C 0.58 1.13 0.51 -0.34
F -0.55 1.71 0.95 0.08
F 1.13 0.49 1.55 0.08
H -0.59 -0.82 1.12 0.18
H -1.06 -1.70 -1.59 0.13
H 1.31 1.93 0.23 0.17
```


How do the energies compare? Relative to the most stable structure, in hartree: A) 0.0826; B) 0.0000.


A) # C17H21NO3

C17H21NO3 in the gas phase (wB97M-V/def2-TZVPD, the Open Molecules 2025 dataset).

- E_HOMO: -8.0128 eV
- SMILES: O=C(NCCC1=CCCCC1)[C@H]1COc2ccccc2O1
- Gap between HOMO and LUMO: 8.741 eV

The geometry in XYZ format:
```
42
Properties=species:S:1:pos:R:3:lowdin_charge:R:1
O 0.26 -1.58 -3.00 0.07
C -0.08 -0.85 -2.08 -0.48
N 0.63 -0.91 -1.03 0.08
C 1.78 -1.50 -0.58 -0.20
C 3.17 -0.72 -0.54 -0.11
C 2.91 0.43 0.40 -0.26
C 2.63 0.17 1.77 -0.14
C 2.45 1.21 2.54 -0.24
C 2.67 2.74 1.98 -0.17
C 1.90 2.83 0.77 -0.06
C 2.79 1.62 -0.28 -0.06
C -1.15 0.20 -2.11 -0.38
C -2.47 -0.45 -2.19 -0.09
O -2.63 -1.45 -1.20 0.04
C -2.58 -0.91 0.00 -0.34
C -3.10 -1.49 0.92 0.02
C -3.00 -0.84 2.29 -0.07
C -2.32 0.18 2.47 -0.23
C -1.76 0.93 1.54 -0.01
C -1.82 0.36 0.22 0.04
O -1.14 0.88 -1.05 0.00
H 0.48 -0.16 -0.17 0.22
H 1.75 -2.28 0.34 0.16
H 2.08 -2.42 -1.33 0.16
H 3.61 -0.60 -1.40 0.06
H 3.97 -1.30 -0.31 0.08
H 2.82 -0.91 2.10 0.15
H 1.29 1.26 2.95 0.15
H 3.08 1.03 3.63 0.17
H 3.57 2.83 1.91 0.02
H 2.16 3.30 2.71 0.10
H 0.87 2.41 0.83 0.10
H 2.14 3.64 0.33 0.03
H 3.75 2.18 -0.45 0.15
H 2.35 1.51 -1.08 0.02
H -0.68 0.76 -2.80 0.15
H -3.19 0.19 -2.64 0.13
H -2.36 -1.26 -3.14 0.20
H -3.48 -2.50 0.81 0.14
H -3.41 -1.51 3.12 0.14
H -2.16 0.40 3.59 0.15
H -1.25 1.93 1.48 0.13
```


B) # C17H21NO3

C17H21NO3 in the gas phase (wB97M-V/def2-TZVPD, the Open Molecules 2025 dataset).

- E_HOMO: -7.9622 eV
- SMILES: CC[C@H]1CCCCN1C(=O)/C=C/c1ccc2c(c1)OCO2
- Gap between HOMO and LUMO: 8.575 eV

The geometry in XYZ format:
```
42
Properties=species:S:1:pos:R:3:lowdin_charge:R:1
C 3.38 0.03 3.66 -0.10
C 2.27 1.06 3.54 -0.18
C 1.92 1.61 2.14 -0.28
C 3.11 2.05 1.28 -0.13
C 3.75 0.94 0.45 -0.20
C 2.67 0.21 -0.34 -0.17
C 1.62 -0.34 0.63 -0.15
N 1.03 0.74 1.39 -0.01
C -0.30 0.99 1.44 -0.46
O -0.77 1.85 2.17 0.06
C -1.21 0.20 0.57 0.00
C -1.23 0.31 -0.76 -0.05
C -2.17 -0.31 -1.68 -0.22
C -1.95 -0.19 -3.05 -0.04
C -2.78 -0.76 -4.00 0.01
C -3.87 -1.46 -3.53 -0.20
C -4.11 -1.60 -2.16 -0.19
C -3.28 -1.04 -1.22 0.07
O -5.24 -2.34 -1.97 0.04
C -5.71 -2.66 -3.26 -0.16
O -4.84 -2.12 -4.23 0.04
H 3.50 -0.24 4.71 0.07
H 4.33 0.43 3.31 0.07
H 3.16 -0.88 3.11 0.06
H 2.54 1.92 4.16 0.11
H 1.35 0.65 3.96 0.12
H 1.31 2.51 2.34 0.14
H 3.86 2.51 1.93 0.12
H 2.76 2.83 0.59 0.12
H 4.26 0.22 1.10 0.10
H 4.49 1.37 -0.22 0.11
H 3.10 -0.61 -0.92 0.11
H 2.19 0.90 -1.04 0.11
H 0.84 -0.87 0.10 0.11
H 2.11 -1.04 1.32 0.11
H -1.96 -0.36 1.11 0.11
H -0.47 0.92 -1.24 0.12
H -1.09 0.38 -3.39 0.11
H -2.60 -0.65 -5.05 0.12
H -3.50 -1.15 -0.17 0.12
H -6.72 -2.25 -3.40 0.14
H -5.75 -3.76 -3.38 0.14
```


How do the energies compare? Relative to the most stable structure, in hartree: A) 0.4850; B) 0.0000.


A) # CH4N2O

2 unconnected molecules or ions with the total composition CH4N2O (wB97M-V/def2-TZVPD, the Open Molecules 2025 dataset).

- E_HOMO: -9.9061 eV
- SMILES: N=C=O.N
- Gap between HOMO and LUMO: 10.605 eV

The geometry in XYZ format:
```
8
Properties=species:S:1:pos:R:3:lowdin_charge:R:1
N 1.13 0.25 -1.56 0.19
C 0.12 0.86 -1.62 -0.42
O -0.97 1.31 -1.72 0.12
H 2.13 0.36 -1.66 0.10
N -0.82 -0.72 1.51 0.00
H -0.12 -1.37 1.16 -0.01
H -1.01 -0.91 2.51 0.02
H -0.45 0.23 1.39 0.00
```


B) # CH4N2O

CH4N2O in the gas phase (wB97M-V/def2-TZVPD, the Open Molecules 2025 dataset).

- E_HOMO: -10.0355 eV
- SMILES: NC(N)=O
- Gap between HOMO and LUMO: 10.796 eV

The geometry in XYZ format:
```
8
Properties=species:S:1:pos:R:3:lowdin_charge:R:1
N 0.40 1.25 -0.09 0.14
C -0.16 -0.01 0.02 -0.67
N 0.72 -1.05 -0.27 0.13
O -1.33 -0.22 0.26 0.04
H -0.06 1.94 0.49 0.10
H 1.41 1.25 -0.07 0.09
H 1.68 -1.04 0.04 0.09
H 0.29 -1.96 -0.15 0.10
```


How do the energies compare? Relative to the most stable structure, in hartree: A) 0.0357; B) 0.0000.


A) # CH4N2O

CH4N2O in the gas phase (wB97M-V/def2-TZVPD, the Open Molecules 2025 dataset).

- E_HOMO (spin up / spin down): -8.1679 / -7.4449 eV
- Gap between HOMO and LUMO (spin up / spin down): 8.758 / 7.652 eV

The geometry in XYZ format:
```
8
Properties=species:S:1:pos:R:3:lowdin_charge:R:1
C -1.66 -0.29 0.02 -0.05
N 0.74 -0.65 0.29 -0.07
N 1.76 0.16 0.00 -0.07
O -0.46 0.08 0.10 -0.14
H -2.22 -1.28 0.20 0.11
H -2.28 0.57 -0.34 0.08
H 2.39 0.75 0.59 0.10
H 1.72 0.66 -0.85 0.05
```


B) # CH4N2O

2 unconnected molecules or ions with the total composition CH4N2O (wB97M-V/def2-TZVPD, the Open Molecules 2025 dataset).

- E_HOMO: -9.5660 eV
- SMILES: [NH3+][O-].C#N
- Gap between HOMO and LUMO: 9.612 eV

The geometry in XYZ format:
```
8
Properties=species:S:1:pos:R:3:lowdin_charge:R:1
N 1.57 0.08 0.13 -0.03
O 0.56 -0.58 -0.59 -0.34
H 1.70 -0.46 0.99 0.15
H 1.31 0.96 0.42 0.10
H 2.54 0.04 -0.37 0.19
C -2.55 -0.03 -0.22 -0.10
N -3.62 0.23 0.06 0.03
H -1.51 -0.23 -0.43 0.01
```


C) # CH4N2O

CH4N2O in the gas phase (wB97M-V/def2-TZVPD, the Open Molecules 2025 dataset).

- E_HOMO: -8.6175 eV
- SMILES: [H]/N=N\CO
- Gap between HOMO and LUMO: 9.244 eV

The geometry in XYZ format:
```
8
Properties=species:S:1:pos:R:3:lowdin_charge:R:1
H 1.85 1.32 0.65 0.07
N 2.40 0.59 0.10 0.00
N 1.66 -0.28 -0.26 -0.08
C -0.07 -0.34 0.12 -0.15
O -1.05 0.71 -0.08 -0.06
H -0.27 -1.23 -0.44 0.08
H 0.14 -0.37 1.15 0.07
H -1.02 0.77 -1.02 0.06
```


D) # CH4N2O

CH4N2O in the gas phase (wB97M-V/def2-TZVPD, the Open Molecules 2025 dataset).

- E_HOMO: -9.9381 eV
- SMILES: NC(N)=O
- Gap between HOMO and LUMO: 10.726 eV

The geometry in XYZ format:
```
8
Properties=species:S:1:pos:R:3:lowdin_charge:R:1
N -1.14 -0.43 -0.11 0.12
C -0.04 0.38 -0.09 -0.69
N 1.22 -0.11 0.03 0.14
O -0.30 1.61 -0.05 -0.03
H -1.41 -1.33 0.17 0.07
H -1.77 0.33 0.31 0.14
H 1.90 0.63 -0.03 0.10
H 1.54 -1.08 -0.24 0.14
```


How do the energies compare? Relative to the most stable structure, in hartree: A) 0.2172; B) 0.1328; C) 0.1206; D) 0.0000.


A) # C3H7NO2

C3H7NO2 in the gas phase (wB97M-V/def2-TZVPD, the Open Molecules 2025 dataset).

- E_HOMO: -9.6911 eV
- SMILES: NC(=O)CCO
- Gap between HOMO and LUMO: 10.365 eV

The geometry in XYZ format:
```
13
Properties=species:S:1:pos:R:3:lowdin_charge:R:1
N -1.19 -1.04 -0.98 0.15
C -0.69 0.21 -1.28 -0.53
O -0.75 0.70 -2.39 0.06
C -0.10 0.96 -0.09 -0.11
C 1.09 0.27 0.57 -0.25
O 0.63 -0.93 1.17 -0.08
H -0.94 -1.42 -0.08 0.07
H -2.11 -1.24 -1.31 0.10
H -0.90 1.06 0.66 0.13
H 0.18 1.96 -0.43 0.12
H 1.86 0.07 -0.19 0.13
H 1.51 0.94 1.32 0.12
H 1.40 -1.48 1.38 0.10
```


B) # C3H7NO2

C3H7NO2 in the gas phase (wB97M-V/def2-TZVPD, the Open Molecules 2025 dataset).

- E_HOMO: -10.1403 eV
- SMILES: NC(=O)CCO
- Gap between HOMO and LUMO: 10.830 eV

The geometry in XYZ format:
```
13
Properties=species:S:1:pos:R:3:lowdin_charge:R:1
N -0.91 -1.12 -0.95 0.15
C -1.08 0.13 -0.45 -0.56
O -2.26 0.48 -0.44 0.03
C 0.02 0.99 0.09 -0.09
C 1.27 0.26 0.55 -0.28
O 1.00 -0.69 1.56 -0.06
H -1.92 -1.19 -1.21 0.13
H -0.06 -1.55 -1.29 0.11
H -0.44 1.52 0.93 0.13
H 0.26 1.73 -0.68 0.13
H 1.77 -0.21 -0.31 0.11
H 1.98 0.97 0.98 0.12
H 0.37 -1.33 1.21 0.08
```


C) # C3H7NO2

C3H7NO2 in the gas phase (wB97M-V/def2-TZVPD, the Open Molecules 2025 dataset).

- E_HOMO: -9.1000 eV
- SMILES: CNCC(=O)O
- Gap between HOMO and LUMO: 9.757 eV

The geometry in XYZ format:
```
13
Properties=species:S:1:pos:R:3:lowdin_charge:R:1
C 1.68 -0.96 -0.21 -0.16
N 0.89 -0.05 0.57 -0.11
C -0.07 0.75 -0.26 -0.13
C -1.55 0.34 -0.08 -0.49
O -2.26 -0.26 -0.90 0.06
O -2.05 0.79 1.07 0.10
H 1.86 -0.43 -1.19 0.09
H 1.32 -1.95 -0.50 0.07
H 2.67 -1.20 0.21 0.08
H 0.39 -0.49 1.33 0.10
H 0.06 0.78 -1.38 0.13
H 0.06 1.85 0.11 0.14
H -2.99 0.85 1.24 0.13
```


D) # C3H7NO2

A molecular structure, C3H7NO2 (wB97M-V/def2-TZVPD, the Open Molecules 2025 dataset).

- E_HOMO: -9.8802 eV
- Gap between HOMO and LUMO: 9.569 eV

The geometry in XYZ format:
```
13
Properties=species:S:1:pos:R:3:lowdin_charge:R:1
C 1.36 -1.00 0.88 -0.09
C 0.60 -0.28 -0.41 -0.38
C -0.95 -0.03 -0.03 -0.26
H 0.76 -1.84 1.45 0.11
H 1.55 0.04 1.71 0.16
H 2.32 -1.41 0.55 0.04
H 0.54 -0.99 -1.35 0.15
H 2.35 0.44 -0.30 0.29
H -0.18 1.81 0.68 0.10
H -1.94 1.62 0.92 0.12
N -0.97 1.14 0.93 0.08
O 1.22 1.03 -1.00 -0.21
O -1.80 -0.99 -0.60 -0.10
```


How do the energies compare? Relative to the most stable structure, in hartree: A) 0.0000; B) 0.0165; C) 0.0345; D) 0.2323.


A) # C7H15N2

A gas-phase ion, C7H15N2 (charge +1) (wB97M-V/def2-TZVPD, the Open Molecules 2025 dataset).

- E_HOMO: -13.3131 eV
- SMILES: C[N@H+]1C[C@@H]2CCCN[C@@H]21
- Charge: +1
- Gap between HOMO and LUMO: 10.708 eV

The geometry in XYZ format:
```
24
Properties=species:S:1:pos:R:3:lowdin_charge:R:1
C 2.78 -0.68 0.04 0.04
N 1.39 -0.25 0.36 -0.07
C 1.11 1.23 0.36 -0.09
C -0.13 1.14 -0.51 -0.16
C -1.46 1.28 0.31 -0.16
C -2.32 0.10 -0.15 -0.15
C -1.63 -1.20 0.41 -0.17
N -0.48 -1.48 -0.38 0.00
C 0.32 -0.50 -0.78 -0.20
H 3.20 0.07 -0.60 0.09
H 3.33 -0.80 0.97 0.10
H 2.68 -1.70 -0.45 0.13
H 0.90 -0.47 1.18 0.15
H 1.91 1.84 -0.20 0.16
H 1.08 1.58 1.38 0.13
H -0.33 1.79 -1.44 0.17
H -1.90 2.19 0.18 0.08
H -1.16 1.00 1.39 0.13
H -3.40 0.30 0.16 0.14
H -2.21 0.04 -1.29 0.14
H -1.54 -0.85 1.41 0.10
H -2.27 -2.00 0.47 0.10
H -0.70 -2.19 -1.11 0.18
H 0.82 -0.45 -1.74 0.17
```


B) # C7H15N2

2 unconnected molecules or ions with the total composition C7H15N2 (wB97M-V/def2-TZVPD, the Open Molecules 2025 dataset).

- E_HOMO: -12.8501 eV
- Charge: +1
- Gap between HOMO and LUMO: 9.505 eV

The geometry in XYZ format:
```
24
Properties=species:S:1:pos:R:3:lowdin_charge:R:1
C -1.53 0.60 0.91 -0.15
C -1.95 1.50 0.07 -0.01
C 1.05 -0.03 -0.56 -0.35
C 1.97 0.77 0.38 0.04
C 1.29 -1.42 -0.58 0.00
C -0.80 -0.97 2.62 -0.10
C -0.62 0.02 -2.36 -0.02
N -0.72 -0.11 1.48 0.01
N 0.27 0.59 -1.33 0.04
H -2.60 1.17 -0.72 0.05
H -1.93 2.61 0.26 0.11
H 2.89 0.85 -0.16 0.10
H 1.93 0.37 1.28 0.02
H 1.41 1.84 0.50 0.15
H 2.27 -1.68 -0.32 0.09
H 0.98 -1.90 -1.51 0.10
H 0.76 -1.93 0.28 0.13
H -0.26 -1.97 2.41 0.10
H -0.03 -0.49 3.36 0.12
H -1.70 -1.14 3.23 0.09
H -0.89 -1.11 -2.24 0.13
H -1.55 0.78 -2.40 0.12
H -0.21 0.14 -3.40 0.10
H -0.04 1.52 -1.19 0.11
```


How do the energies compare? Relative to the most stable structure, in hartree: A) 0.0000; B) 0.0315.